No. 1
Entry from the Open Molecules 2025 dataset: a 10-piece molecular cluster, C33H83BFIO12PS overall in a non-equilibrium geometry (ωB97M-V with the def2-TZVPD basis set).

The geometry in ORCA input format:
```
! wB97M-V def2-TZVPD RIJCOSX def2/J DEFGRID3
* xyz 1 1
I -0.73751 -0.57439 -3.44116
S 3.47771 3.06003 0.14006
P 4.11001 1.16332 -0.63454
F 3.21876 4.18130 -1.12681
O -8.22601 0.49400 -1.73444
O 3.11539 -3.29184 -7.53626
O 2.15926 0.27472 4.56028
O 5.54900 2.29512 -2.93243
O 4.26433 -3.94256 0.91712
O 7.03364 -0.44441 -4.80946
O 4.52946 7.20700 1.00688
O -0.76987 -2.41546 3.39187
O -11.25162 -1.97482 3.19409
O 4.54290 3.64926 1.02286
O 2.10657 2.92243 0.81947
O -5.69369 0.64887 3.13954
C 2.83409 0.24741 -1.68344
C -6.58592 -0.25462 2.48889
C 6.61501 7.78345 -0.04379
C 1.73867 1.59510 4.90329
C -2.13285 -2.29499 3.80002
C -2.50261 -0.82369 3.89601
C -6.88596 0.25311 1.08750
C 4.60397 0.00045 0.79006
C -9.15425 1.65029 -3.62861
C 0.22365 1.67896 4.81944
C -11.45028 -2.62214 4.44932
C 3.38670 -5.40323 2.61786
C 2.63191 -0.95341 -7.26362
C 2.19733 -2.13889 -9.43616
C 5.33222 -6.08354 1.18279
C -12.38419 -1.78343 5.30742
C 5.73624 7.94516 1.18655
C -7.85688 -0.38982 3.31234
C -2.32510 -3.00255 5.13189
C -8.69157 2.83878 -1.46500
C 6.53254 -1.51190 -6.90939
C 7.09884 0.66816 -1.55894
C 1.55506 1.11564 -2.15646
C 6.44437 7.45785 2.44070
C -8.23778 1.74503 -2.41907
C 4.88025 -0.94895 1.67667
C 7.86660 -2.68066 -5.13115
C 0.15655 0.40214 -1.68209
C 3.10066 -2.03909 -8.21734
C 4.63057 -4.93057 1.88225
C 2.40103 2.59402 3.96874
C -10.10630 -2.82661 5.13044
C 6.73593 -1.70480 -5.41484
B 5.67202 1.41647 -1.78643
H -8.35521 0.57932 3.42446
H -0.13317 2.67562 5.09267
H 2.11278 3.61928 4.21611
H -0.58939 1.15401 -1.22735
H -10.17738 1.40430 -3.32554
H -12.57001 -2.26205 6.27279
H 5.81015 -2.07320 -4.96239
H -7.62548 -0.74431 4.32107
H -0.12496 1.44816 3.80708
H 2.88573 -4.56215 3.10629
H 3.65554 -4.35294 0.28647
H 6.86664 6.73022 -0.20873
H 7.36757 8.01702 2.61544
H -2.04412 -4.05667 5.05108
H 5.31843 -4.45646 2.58969
H 8.81392 -2.30973 -5.53615
H 5.64033 -6.85042 1.89819
H -0.21876 -1.98928 4.06439
H 1.62312 -1.16464 -6.89341
H 1.51214 2.19291 -1.76173
H 7.43297 -1.10011 -7.37728
H 6.28628 -2.45775 -7.39903
H -2.34803 -0.32510 2.93449
H 4.12548 -1.82812 -8.53591
H -11.91094 -3.59332 4.24605
H -1.86861 -0.30857 4.62463
H -6.13097 1.51029 3.19768
H 2.21151 -3.48682 -7.25031
H -10.84411 -1.11352 3.36409
H 2.54216 -2.93189 -10.10572
H -9.17200 2.59126 -4.18529
H -6.08186 -1.22398 2.42866
H -2.74668 -2.77913 3.03463
H -13.34188 -1.63469 4.80036
H -10.22373 -3.33659 6.09051
H 7.85688 1.43352 -1.12530
H 1.17336 -2.39467 -9.14404
H 5.72446 -0.79896 -7.09785
H -11.96294 -0.78843 5.48603
H -8.82319 0.85259 -4.29983
H -9.12863 0.30697 -1.43881
H -0.23823 0.94640 5.48740
H -1.68496 -2.56291 5.90413
H 3.63656 -6.14973 3.37625
H 2.06102 1.78351 5.93150
H 0.32856 -0.41993 -0.89702
H 7.66054 -3.66120 -5.56812
H -3.36482 -2.94202 5.46455
H 5.79686 7.56906 3.31520
H -8.69545 3.81532 -1.95685
H 2.62605 0.02511 -7.75178
H 2.66356 -5.84081 1.92179
H -8.03077 2.88788 -0.59461
H 3.28614 -0.90421 -6.38742
H 4.79674 -1.96615 2.23420
H 6.69006 6.39330 2.36234
H -5.96254 0.35687 0.51046
H 7.85217 -0.10997 -5.20392
H 2.17690 -1.19682 -9.99079
H -9.60539 -1.86827 5.30295
H -7.55544 -0.42727 0.55604
H -8.55607 -1.09024 2.84694
H 5.24369 1.77070 -3.72431
H 1.87754 0.09940 3.65090
H 5.46027 8.99697 1.30537
H 7.54334 8.35237 0.05635
H 4.67693 -6.54484 0.43662
H -9.44111 -3.42107 4.49720
H 3.49038 2.51158 4.03216
H 6.08902 8.12668 -0.93937
H -7.35030 1.24425 1.12161
H -3.54754 -0.69719 4.19148
H 6.91354 -0.22740 -0.84764
H -9.69858 2.63424 -1.08646
H 8.00933 -2.80079 -4.05313
H 3.36909 -0.22107 -2.60821
H 2.13265 2.39837 2.92422
H 6.21780 -5.72728 0.64849
H 7.50076 0.31079 -2.58005
H 1.57786 1.16181 -3.31843
H -7.21392 1.94599 -2.74834
H 2.47791 -0.66899 -1.05354
H 4.76358 6.27383 0.90070
*
```

Values from the calculation:
Frontier orbital gap (eV): 5.68
Highest occupied orbital energy (eV): -11.23

Mulliken atomic charge list, values in e, 4 entries: I 0.057; S 0.992; P 1.021; F -0.262

---

No. 2
Entry from the Open Molecules 2025 dataset: C4H7N3O as an isolated structure in a non-equilibrium geometry (ωB97M-V with the def2-TZVPD basis set).

The geometry in ORCA input format:
```
! wB97M-V def2-TZVPD RIJCOSX def2/J DEFGRID3
* xyz 0 1
O 2.75493 0.20028 -0.02924
N 0.55454 1.04328 -0.28199
N 1.86543 -0.76736 0.03518
N -0.50764 -1.05339 0.07638
C -1.63845 -0.19442 0.20864
C 0.63685 -0.17706 -0.08375
C -2.93929 -0.28755 -0.13497
C -0.92386 1.17438 0.26250
H -3.14596 -1.25031 -0.95806
H -3.63170 0.63653 -0.10094
H -1.60154 2.07466 -0.27559
H 1.74882 1.21970 -0.79576
H -0.86912 1.28252 1.49315
H 1.97164 -1.33577 0.84085
H -0.70946 -1.87934 -0.29116
*
```

Values from the calculation:
Frontier orbital gap (eV): 8.31
Energy above the lowest of the compared OMol25 structures with the same formula, charge and spin (kcal per mole): 183.0
Highest occupied orbital energy (eV): -7.75

Mulliken atomic charge list, values in e, 4 entries: O -0.698; N -0.271; N -0.092; N -0.181

---

No. 3
Entry from the Open Molecules 2025 dataset: one molecule with the formula C23H27NO5S in a non-equilibrium geometry (ωB97M-V with the def2-TZVPD basis set).

The geometry in ORCA input format:
```
! wB97M-V def2-TZVPD RIJCOSX def2/J DEFGRID3
* xyz 0 1
S -3.09172 1.24833 -0.28308
O 5.53576 -2.25026 0.61905
O 3.40091 2.00922 2.02470
O 4.66995 1.04742 0.44389
O -3.57220 1.99701 0.84526
O -3.78964 1.36855 -1.52959
N -2.94834 -0.39774 0.05689
C 1.31828 2.19046 -0.97552
C -2.60618 -0.69092 1.43547
C 0.72781 2.48655 0.24635
C 1.99079 -2.55557 -1.63416
C -0.47347 -2.11890 -1.78068
C 0.86184 -1.90391 -1.14261
C 2.76219 2.47816 -1.29714
C 3.61186 3.04214 -0.15363
C 2.23795 -0.86069 0.54416
C 4.70578 -1.37215 0.64726
C 3.85838 1.99950 0.91229
C -1.36996 1.65120 -0.54725
C -4.92053 -1.55410 1.84340
C 0.53478 1.62337 -1.98116
C -0.80271 1.35302 -1.77237
C 3.36520 -1.51491 0.04964
C 1.00415 -1.06673 -0.04249
C 5.02536 -0.02883 1.30363
C -4.01835 -1.23029 -0.46098
C -3.81595 -0.64078 2.36874
C 3.22125 -2.37712 -1.04017
C -0.61642 2.21891 0.45919
C -5.26954 -1.15735 0.41097
H 0.98586 1.39702 -2.93630
H 6.10237 0.02233 1.49092
H 3.22879 1.55723 -1.65800
H -4.17825 0.38709 2.40689
H 1.89514 -3.21530 -2.48445
H -1.23739 -1.51130 -1.30262
H 4.09621 -2.89057 -1.40971
H -2.15192 -1.68871 1.45608
H -3.51046 -0.94247 3.37208
H -4.22803 -0.87500 -1.46995
H 2.78398 3.19552 -2.12288
H 1.30262 2.91681 1.04969
H 4.58158 3.33487 -0.55928
H -3.64567 -2.25953 -0.50924
H -4.57833 -2.59292 1.86009
H -5.64275 -0.13134 0.39394
H 2.30553 -0.21657 1.40715
H -6.03923 -1.81504 0.00392
H -0.43028 -1.86442 -2.83861
H -1.85823 0.04112 1.74540
H 4.48773 0.06810 2.25542
H 0.13409 -0.56987 0.35822
H -1.42574 0.93008 -2.54352
H -0.75703 -3.16871 -1.70850
H -1.09208 2.46325 1.39634
H 3.13672 3.91350 0.29526
H -5.80246 -1.47873 2.48160
*
```

Values from the calculation:
Frontier orbital gap (eV): 9.45
Energy above the lowest of the compared OMol25 structures with the same formula, charge and spin (kcal per mole): 0.0
SMILES: Cc1ccc(C(=O)COC(=O)CCc2ccc(S(=O)(=O)N3CCCCC3)cc2)cc1
Highest occupied orbital energy (eV): -9.26

Mulliken atomic charge list, values in e, 4 entries: S 1.591; O -0.594; O -0.599; O -0.297

---

No. 4
Entry from the Open Molecules 2025 dataset: one molecule with the formula C4H8O2 (ωB97M-V with the def2-TZVPD basis set).

The geometry in ORCA input format:
```
! wB97M-V def2-TZVPD RIJCOSX def2/J DEFGRID3
* xyz 0 1
O 1.58453 -0.74518 2.18683
O 0.03868 1.23588 -0.31151
C -1.21182 -0.88634 -0.49567
C 0.83765 0.03362 1.64989
C 1.17468 0.75967 0.35777
C -0.56300 0.30266 -1.19337
H 1.80101 0.10557 -0.26706
H -1.31802 0.87746 -1.73631
H -1.91919 -0.54333 0.26506
H -0.15009 0.30461 2.08142
H 0.18247 -0.04704 -1.92447
H -0.47416 -1.54121 -0.01815
H -1.76062 -1.49313 -1.22339
H 1.77787 1.63677 0.62896
*
```

Values from the calculation:
Frontier orbital gap (eV): 10.69
Energy above the lowest of the compared OMol25 structures with the same formula, charge and spin (kcal per mole): 36.6
SMILES: CCOCC=O
Highest occupied orbital energy (eV): -9.70

Mulliken atomic charge list, values in e, 4 entries: O -0.485; O -0.396; C -1.061; C 0.017